*A*
A molecular structure, C4H10S2. Source: OMol25; level of theory: ωB97M-V/def2-TZVPD.

XYZ file:
```
16
C4H10S2 (ωB97M-V/def2-TZVPD)
C 1.162 -0.311 -2.110
C -0.574 0.394 -0.491
C 0.012 0.031 0.894
C -0.994 -0.587 1.855
H 0.102 -1.073 -1.733
H 1.551 -0.459 -3.206
H 1.946 -0.720 -1.339
H -1.432 1.063 -0.699
H -1.011 -0.542 -0.906
H 0.816 -0.710 0.697
H -1.994 0.119 2.007
H -0.515 -0.914 2.905
H -1.319 -1.433 1.221
H 0.973 2.320 0.612
S 0.541 1.299 -1.574
S 0.736 1.521 1.868
```

Values from the calculation:
Net charge   0
HOMO-LUMO gap   9.52 eV
LUMO energy   0.777 eV

*B*
2 unconnected molecules or ions with the total composition C4H10S2. Source: OMol25; level of theory: ωB97M-V/def2-TZVPD.

XYZ file:
```
16
C4H10S2 (ωB97M-V/def2-TZVPD)
C -0.612 0.772 1.300
C -1.852 0.378 0.880
C -2.362 0.722 -0.516
H -0.188 0.512 2.237
H -0.072 1.470 0.789
H -2.351 -0.340 1.490
H -1.557 1.174 -1.080
H -3.009 1.649 -0.246
H -3.095 0.036 -0.974
C 1.393 -1.354 -0.705
S 2.650 -0.370 -1.757
S 4.241 -0.207 -0.284
H 0.593 -1.168 -1.414
H 1.649 -2.436 -0.715
H 1.164 -1.007 0.346
H 3.408 0.168 0.650
```

Values from the calculation:
SMILES   C=CC.CSS
Net charge   0
HOMO-LUMO gap   8.93 eV
LUMO energy   0.311 eV

Which of them is most stable, and which least? Most stable: *B*; least stable: *A*.

*A*
2 unconnected molecules or ions with the total composition C5H13N2O. Source: OMol25; level of theory: ωB97M-V/def2-TZVPD.

XYZ file:
```
21
C5H13N2O (ωB97M-V/def2-TZVPD)
C 2.104 1.737 -2.104
C 1.317 1.652 -0.837
C 0.050 1.257 -0.717
N -0.677 1.132 0.498
H 1.591 1.425 -2.997
H 2.545 2.756 -2.222
H 3.004 1.109 -1.946
H 1.769 2.007 0.093
H -0.538 0.825 -1.533
H -0.347 0.227 1.040
H -0.624 1.957 1.155
H -1.718 1.085 0.292
O -2.518 -0.999 -0.219
C -1.777 -1.947 0.070
C -1.194 -2.153 1.437
N 0.046 -1.310 1.513
H -1.413 -2.643 -0.725
H -1.919 -1.768 2.150
H -0.857 -3.210 1.609
H 0.358 -1.377 2.480
H 0.799 -1.760 0.961
```

Values from the calculation:
Net charge   +1
HOMO-LUMO gap   10.33 eV
LUMO energy   -3.438 eV

*B*
2 unconnected molecules or ions with the total composition C5H13N2O. Source: OMol25; level of theory: ωB97M-V/def2-TZVPD.

XYZ file:
```
21
C5H13N2O (ωB97M-V/def2-TZVPD)
C -0.426 0.564 2.107
N 0.476 -0.451 2.033
C 0.017 -1.838 2.082
O -1.597 0.455 1.816
H 0.043 1.521 2.392
H 1.344 -0.245 2.501
H -0.603 -2.018 2.952
H 0.883 -2.489 2.099
H -0.556 -2.072 1.190
C 1.312 1.349 -2.221
C 0.553 0.599 -1.142
C -1.773 -0.157 -1.147
N -0.629 -0.083 -1.695
H 1.683 0.668 -2.994
H 0.704 2.124 -2.692
H 2.170 1.827 -1.762
H 1.213 -0.143 -0.686
H 0.188 1.250 -0.353
H -2.566 -0.649 -1.699
H -1.909 0.240 -0.139
H -0.527 -0.454 -2.642
```

Values from the calculation:
Net charge   +1
HOMO-LUMO gap   9.07 eV
LUMO energy   -4.627 eV

Which of them is most stable, and which least? Most stable: *B*; least stable: *A*.

*A*
A gas-phase ion, C5H13N2O (charge +1). Source: OMol25; level of theory: ωB97M-V/def2-TZVPD.

XYZ file:
```
21
C5H13N2O (ωB97M-V/def2-TZVPD)
C -1.826 0.399 -0.373
N -0.473 -0.119 -0.200
C 0.546 0.780 -0.873
C 0.631 2.079 -0.068
O 1.259 3.000 -0.505
C -0.272 -1.503 -0.592
C 0.393 -2.347 0.560
N 0.051 -1.572 1.798
H -2.005 1.290 0.226
H -2.564 -0.347 -0.083
H -2.018 0.690 -1.410
H 0.312 0.847 -1.936
H 1.489 0.236 -0.832
H 0.106 2.046 0.904
H 0.399 -1.560 -1.447
H -1.176 -2.056 -0.843
H 1.462 -2.487 0.459
H -0.113 -3.305 0.541
H 0.859 -1.436 2.397
H -0.690 -1.991 2.349
H -0.267 -0.646 1.424
```

Values from the calculation:
SMILES   CN(CC=O)CC[NH3+]
Net charge   +1
HOMO-LUMO gap   10.00 eV
LUMO energy   -3.482 eV

*B*
2 unconnected molecules or ions with the total composition C5H13N2O. Source: OMol25; level of theory: ωB97M-V/def2-TZVPD.

XYZ file:
```
21
C5H13N2O (ωB97M-V/def2-TZVPD)
O -0.939 -0.726 -0.404
C -0.253 -0.954 -1.420
C 0.990 -0.350 -1.735
C 1.471 0.855 -0.939
C 2.449 0.451 0.202
C 1.778 -0.560 1.128
N 0.596 0.030 1.787
N -4.763 0.714 0.464
H -0.604 -1.734 -2.135
H 1.435 -0.682 -2.678
H 0.577 1.318 -0.488
H 1.903 1.572 -1.628
H 3.347 0.054 -0.294
H 2.767 1.335 0.772
H 2.507 -0.933 1.842
H 1.475 -1.407 0.444
H -0.237 -0.175 1.222
H 0.494 -0.321 2.753
H -5.446 1.137 -0.144
H -5.214 0.399 1.296
H -4.332 -0.023 -0.043
```

Values from the calculation:
Net charge   +1
HOMO-LUMO gap   3.54 eV
LUMO energy   -8.635 eV

Which of them is most stable, and which least? Most stable: *A*; least stable: *B*.

*A*
A gas-phase ion, C5H13N2O (charge +1). Source: OMol25; level of theory: ωB97M-V/def2-TZVPD.

XYZ file:
```
21
C5H13N2O (ωB97M-V/def2-TZVPD)
C 1.451 -0.705 -2.287
C 1.027 0.132 -1.083
C 2.413 0.406 -0.370
O 2.440 0.308 0.824
N -0.247 -0.298 -0.397
C -0.120 -0.317 1.095
C -1.238 0.800 1.516
N -2.681 0.282 1.522
H 0.814 -1.490 -2.500
H 1.231 -0.170 -3.279
H 2.462 -0.847 -2.347
H 0.770 1.103 -1.514
H 3.159 0.528 -1.156
H -0.741 -1.056 -0.865
H -0.455 -1.366 1.354
H 0.837 0.044 1.607
H -0.990 0.903 2.593
H -1.021 1.670 0.833
H -2.703 -0.734 1.936
H -2.972 0.105 0.592
H -3.434 0.702 1.925
```

Values from the calculation:
SMILES   C[C@H](C=O)NCC[NH3+]
Net charge   +1
HOMO-LUMO gap   8.78 eV
LUMO energy   -3.616 eV

*B*
A gas-phase ion, C5H13N2O (charge +1). Source: OMol25; level of theory: ωB97M-V/def2-TZVPD.

XYZ file:
```
21
C5H13N2O (ωB97M-V/def2-TZVPD)
C 0.020 1.645 -0.965
C 0.743 1.049 0.253
C 2.324 1.405 0.142
C 0.424 -0.483 0.406
N 1.030 -1.417 -0.680
C -1.206 -0.760 0.338
N -2.034 -0.263 1.254
O -1.673 -1.450 -0.563
H 0.177 2.742 -0.982
H -1.046 1.552 -0.913
H 0.157 1.259 -1.993
H 0.423 1.584 1.154
H 2.371 2.309 -0.583
H 2.513 1.889 1.130
H 2.967 0.528 -0.102
H 0.823 -0.717 1.501
H 0.920 -1.094 -1.638
H 0.261 -2.269 -0.651
H 1.953 -1.584 -0.469
H -1.928 0.478 1.923
H -3.004 -0.458 1.071
```

Values from the calculation:
SMILES   CC(C)[C@H]([NH3+])C(N)=O
Net charge   +1
HOMO-LUMO gap   11.28 eV
LUMO energy   -3.328 eV

Which of them is most stable, and which least? Most stable: *B*; least stable: *A*.

*A*
3 unconnected molecules or ions with the total composition C2H3N2O2S. Source: OMol25; level of theory: ωB97M-V/def2-TZVPD.

XYZ file:
```
10
C2H3N2O2S (ωB97M-V/def2-TZVPD)
C 1.852 2.078 -0.215
C -3.038 3.067 -0.032
N 2.926 1.672 -0.402
N -5.942 0.494 -0.086
O -6.071 -0.232 -1.083
O -6.688 0.529 0.882
S 0.481 2.805 0.271
H -2.448 3.238 -0.944
H -4.150 3.251 0.137
H -2.282 2.807 0.698
```

Values from the calculation:
Net charge   -1
HOMO-LUMO gap (alpha / beta)   4.96 / 2.80 eV
LUMO energy (alpha / beta)   1.446 / -0.715 eV

*B*
2 unconnected molecules or ions with the total composition C2H3N2O2S. Source: OMol25; level of theory: ωB97M-V/def2-TZVPD.

XYZ file:
```
10
C2H3N2O2S (ωB97M-V/def2-TZVPD)
C -0.091 -1.083 -0.187
C -1.221 -0.362 0.095
N 0.852 -3.232 -0.598
N 0.234 -2.248 -0.485
O 1.419 0.995 0.295
O -0.913 0.957 0.164
S -2.870 -0.594 0.271
H 0.914 0.246 0.064
H 0.751 1.651 0.140
H -1.438 1.316 0.865
```

Values from the calculation:
Net charge   -1
HOMO-LUMO gap   7.40 eV
LUMO energy   3.588 eV

*C*
2 unconnected molecules or ions with the total composition C2H3N2O2S. Source: OMol25; level of theory: ωB97M-V/def2-TZVPD.

XYZ file:
```
10
C2H3N2O2S (ωB97M-V/def2-TZVPD)
C -0.924 1.986 -0.332
C -0.439 0.841 0.358
N -1.181 2.991 -0.847
N 0.763 0.328 -0.074
O -1.067 0.813 3.198
O 1.084 0.060 2.425
S 0.089 1.118 2.342
H -2.000 -0.022 -0.908
H 0.963 -0.290 0.616
H 1.206 0.501 -0.985
```

Values from the calculation:
Net charge   -1
HOMO-LUMO gap (alpha / beta)   6.74 / 8.01 eV
LUMO energy (alpha / beta)   3.328 / 3.439 eV

Which of them is most stable, and which least? Most stable: *B*; least stable: *A*.